(1)
{"formula": "C29H63BrN7O6", "method": "ωB97M-V/def2-TZVPD", "elements": ["C", "C", "C", "C", "C", "C", "C", "N", "N", "N", "C", "C", "C", "C", "C", "N", "C", "N", "N", "N", "C", "Br", "C", "C", "C", "H", "H", "H", "H", "H", "H", "H", "H", "H", "H", "H", "H", "H", "H", "H", "H", "H", "H", "H", "H", "H", "H", "H", "H", "H", "H", "H", "H", "H", "H", "H", "H", "H", "H", "H", "C", "O", "C", "C", "O", "C", "C", "O", "C", "H", "H", "H", "H", "H", "H", "H", "H", "H", "H", "H", "H", "H", "H", "C", "O", "C", "C", "O", "C", "C", "O", "C", "H", "H", "H", "H", "H", "H", "H", "H", "H", "H", "H", "H", "H", "H"], "xyz": [[-3.26061, 1.06561, 2.94979], [-2.25700, 0.41170, 2.74990], [-1.08261, -0.40079, 2.57624], [-0.90821, -0.80668, 1.11380], [0.48417, -1.47835, 0.83478], [0.25413, -2.89059, 0.30528], [-0.15636, -2.94521, -1.19474], [-1.59000, -2.68022, -1.43789], [0.11965, -4.28141, -1.73755], [0.64390, -2.01841, -1.98268], [1.36772, -1.46763, 2.08893], [2.73676, -2.05864, 1.78931], [3.44458, -1.48635, 0.55451], [4.78616, -2.19770, 0.19046], [5.24271, -3.27852, 1.14939], [6.43059, -3.98259, 0.59765], [6.56938, -5.23983, 1.26942], [7.11199, -5.37320, 2.40611], [6.11687, -6.35281, 0.60398], [1.40862, -0.03487, 2.53397], [2.55850, 0.35927, 3.39655], [2.69463, -0.78108, 4.96961], [2.49123, 1.86814, 3.78741], [2.02747, 2.20145, 5.19561], [0.11426, 0.35859, 3.16501], [-4.15627, 1.57592, 3.14917], [-1.23009, -1.29537, 3.17192], [-1.70880, -1.48850, 0.89208], [-1.04768, 0.06354, 0.48138], [0.96610, -0.82944, 0.11485], [1.11691, -3.53550, 0.39028], [-0.57990, -3.31216, 0.85226], [-2.12257, -3.07651, -0.67348], [-1.70424, -1.67598, -1.44674], [0.43306, -4.91298, -1.01159], [0.90593, -4.19476, -2.36648], [0.41661, -2.18977, -2.95703], [0.34857, -1.06443, -1.80660], [0.93176, -2.06326, 2.87683], [2.59394, -3.11398, 1.62606], [3.41951, -1.99545, 2.62387], [2.83069, -1.51758, -0.33083], [3.70854, -0.45502, 0.78413], [5.54760, -1.44348, 0.04129], [4.65194, -2.67789, -0.76963], [5.54543, -2.81711, 2.09198], [4.49583, -4.03778, 1.31292], [7.23864, -3.40846, 0.78411], [7.41640, -4.46571, 2.73935], [5.36597, -6.13852, -0.04006], [5.76065, -7.00818, 1.28692], [1.48056, 0.52588, 1.68226], [3.49527, 0.23424, 2.89208], [3.49598, 2.25339, 3.69581], [1.91546, 2.39989, 3.04005], [1.12592, 1.69361, 5.50836], [1.79542, 3.26010, 5.21066], [2.78595, 2.04692, 5.94663], [-0.06508, 1.41105, 3.02051], [0.12240, 0.18352, 4.22936], [-8.12375, -0.32389, -5.37406], [-7.96872, -0.79532, -4.05209], [-8.64500, -2.01455, -3.78825], [-7.76940, -3.01122, -3.05557], [-6.68286, -3.53932, -3.79970], [-5.58025, -2.70244, -4.11196], [-4.74333, -2.24951, -2.93338], [-5.41985, -1.28150, -2.14000], [-5.25472, -1.46019, -0.75537], [-9.08725, 0.18174, -5.49763], [-7.32970, 0.39713, -5.56760], [-8.03728, -1.13125, -6.10799], [-9.01138, -2.46810, -4.71416], [-9.50785, -1.78465, -3.15096], [-8.39909, -3.87468, -2.82620], [-7.43682, -2.61373, -2.09538], [-5.89230, -1.85366, -4.72196], [-4.93337, -3.31712, -4.74242], [-3.83009, -1.77684, -3.31481], [-4.45791, -3.12061, -2.33521], [-5.35985, -2.51292, -0.46929], [-6.03673, -0.89327, -0.25107], [-4.27602, -1.08275, -0.42432], [-0.62007, 4.29529, -0.00292], [0.03447, 5.53204, 0.13952], [0.82897, 5.64386, 1.30791], [2.20398, 6.21063, 1.01865], [3.06411, 5.37158, 0.26294], [2.78996, 5.16117, -1.11797], [2.93496, 6.37714, -2.00888], [1.88596, 7.30560, -1.80173], [2.30235, 8.65735, -1.80186], [-1.52392, 4.25520, 0.61605], [-0.91346, 4.18852, -1.04686], [0.03889, 3.45386, 0.25375], [0.94000, 4.66882, 1.79974], [0.30883, 6.32093, 1.99613], [2.70357, 6.33265, 1.98391], [2.13730, 7.20757, 0.58360], [1.81721, 4.68652, -1.25693], [3.54021, 4.43570, -1.44283], [2.88613, 6.04483, -3.05366], [3.91281, 6.83856, -1.83736], [3.22099, 8.79393, -1.22190], [1.51457, 9.24537, -1.33324], [2.45369, 9.01836, -2.82354]], "orbital_gap_ev": 7.727, "largest_force_ev_per_a": 2.7, "charge": 1, "e_homo_ev": -10.5, "spin_multiplicity": 1}

***

(2)
{"formula": "C29H64BrN2O8P2", "method": "ωB97M-V/def2-TZVPD", "elements": ["C", "C", "C", "Br", "C", "O", "P", "P", "N", "O", "C", "N", "H", "H", "H", "H", "H", "H", "H", "H", "H", "H", "H", "H", "H", "H", "H", "H", "C", "C", "C", "O", "C", "H", "H", "H", "H", "H", "H", "H", "H", "C", "C", "C", "O", "C", "H", "H", "H", "H", "H", "H", "H", "H", "C", "C", "C", "O", "C", "H", "H", "H", "H", "H", "H", "H", "H", "C", "C", "C", "O", "C", "H", "H", "H", "H", "H", "H", "H", "H", "C", "C", "C", "O", "C", "H", "H", "H", "H", "H", "H", "H", "H", "C", "C", "C", "O", "C", "H", "H", "H", "H", "H", "H", "H", "H"], "xyz": [[1.66613, 1.82778, 3.01653], [1.36757, 1.63444, 1.52859], [0.93536, 0.24364, 1.09492], [1.22948, 0.22146, -0.87444], [-0.51742, -0.22746, 1.30864], [-1.46891, 0.31612, 0.45002], [-2.32672, 1.67363, 1.18875], [-4.27056, 0.57327, 1.49251], [-5.26052, 1.38399, 2.45251], [-1.75713, 1.14933, 2.75123], [-1.17784, -0.11079, 2.68090], [-0.41124, -0.50823, 3.83592], [2.31567, 2.68655, 3.13956], [0.74570, 2.02072, 3.54406], [2.09682, 0.94574, 3.47396], [0.65034, 2.38055, 1.21820], [2.28810, 1.85025, 0.99598], [1.61779, -0.51818, 1.44137], [-0.49289, -1.30013, 1.08420], [-1.20133, 2.54241, 0.93335], [-2.80566, 1.99836, -0.13740], [-3.04036, 2.81285, 1.70484], [-4.91911, 0.40585, 0.24440], [-4.09035, -0.74518, 2.01086], [-4.82281, 2.23696, 2.78218], [-1.98683, -0.84783, 2.57345], [0.17521, -1.30387, 3.63228], [-1.01052, -0.69238, 4.62670], [-7.51964, -0.15880, 6.59274], [-6.63569, 0.38372, 5.46960], [-6.12984, -0.89496, 4.83264], [-7.16630, -1.88032, 5.01294], [-8.13305, -1.39010, 5.93824], [-8.27043, 0.54927, 6.94397], [-6.90446, -0.45550, 7.44700], [-7.23057, 0.94415, 4.74752], [-5.82949, 1.02758, 5.81249], [-5.22289, -1.25952, 5.33241], [-5.91609, -0.77190, 3.77448], [-9.04456, -1.13022, 5.38625], [-8.37697, -2.17821, 6.65480], [-0.90377, 4.33466, -3.48894], [-0.26858, 3.03641, -3.97613], [-0.99350, 2.00093, -3.12369], [-2.30153, 2.52837, -2.89115], [-2.34713, 3.89877, -3.26372], [-0.81828, 5.16222, -4.19419], [-0.44755, 4.64103, -2.54548], [-0.49606, 2.88287, -5.03644], [0.81453, 3.00409, -3.85047], [-0.47569, 1.86430, -2.17075], [-1.08010, 1.03023, -3.61512], [-2.93418, 3.99325, -4.18757], [-2.84793, 4.46520, -2.47707], [6.17044, 0.52453, -1.34658], [5.73754, 1.60254, -2.33803], [4.32922, 1.91707, -1.85032], [4.33606, 1.70300, -0.43906], [5.52932, 1.01926, -0.05868], [7.25126, 0.40998, -1.26265], [5.74541, -0.44226, -1.62739], [6.37802, 2.48298, -2.24221], [5.75894, 1.27939, -3.37845], [3.59532, 1.24046, -2.30041], [4.02726, 2.94400, -2.05828], [6.18561, 1.72606, 0.46450], [5.27473, 0.20905, 0.62574], [2.35157, 2.13409, -6.89733], [2.95210, 3.29139, -7.69070], [3.30871, 4.27115, -6.57969], [3.62674, 3.48168, -5.43282], [3.22551, 2.12706, -5.65327], [2.36581, 1.18196, -7.42563], [1.31806, 2.36276, -6.63030], [3.85660, 2.96296, -8.20864], [2.27391, 3.71792, -8.42844], [2.46000, 4.91849, -6.33306], [4.16407, 4.90163, -6.82659], [4.12916, 1.52362, -5.80025], [2.70340, 1.75461, -4.77131], [-4.29201, -5.44160, 2.51069], [-4.35056, -4.39464, 3.62004], [-2.91273, -3.90303, 3.65131], [-2.40462, -4.02804, 2.32285], [-3.31056, -4.80156, 1.53511], [-5.25855, -5.65453, 2.05613], [-3.88292, -6.37846, 2.89882], [-5.01444, -3.57779, 3.33020], [-4.69145, -4.78437, 4.57774], [-2.29437, -4.52208, 4.31350], [-2.83331, -2.86237, 3.97016], [-3.82410, -4.13066, 0.83849], [-2.74505, -5.53410, 0.95675], [6.28636, -4.93248, -1.23898], [5.10141, -4.45617, -2.07496], [4.38280, -3.53742, -1.09633], [5.39653, -2.97867, -0.25300], [6.62494, -3.67766, -0.44459], [7.12571, -5.29591, -1.83078], [5.97215, -5.73257, -0.56491], [5.45699, -3.88615, -2.93662], [4.46631, -5.26203, -2.43923], [3.67837, -4.09510, -0.47106], [3.83969, -2.72989, -1.58726], [7.31299, -3.03000, -1.00107], [7.06746, -3.89546, 0.52841]], "orbital_gap_ev": 6.437, "largest_force_ev_per_a": 2.3, "charge": -1, "e_homo_ev": -4.2, "spin_multiplicity": 1}